# 1
ORCA calculation (the ωB97M-V functional and the def2-TZVPD basis) on a structure of composition C11H22N6O5Pb at a distorted geometry.

The geometry in XYZ format:
```
45
Properties=species:S:1:pos:R:3:forces:R:3:lowdin_charge:R:1
O 3.8888 2.1656 -1.6936 0.33 -0.34 -0.36 -0.12
H 4.0641 2.5796 -2.5588 0.00 -0.44 0.62 0.09
Pb -0.3356 -0.1480 0.1561 1.74 1.38 -1.20 1.32
N -2.1721 -0.6677 -0.6615 -0.57 -0.31 -1.18 -0.31
N 0.2746 -0.6411 -1.7306 -0.87 -0.52 -1.57 -0.28
O -3.4303 -0.6493 -0.0810 -1.38 0.08 1.11 -0.05
O 1.5669 -0.6880 -2.2094 1.74 0.01 -0.38 -0.06
C -2.0716 -1.0980 -1.9774 3.36 -0.08 -1.09 -0.32
C -0.7386 -1.1431 -2.5246 -2.92 0.25 1.51 -0.32
C -3.2537 -1.5167 -2.7300 -0.85 -0.74 -1.36 -0.06
C -0.4577 -1.6710 -3.8657 -0.42 -0.57 -1.45 -0.06
H -4.2093 -1.0917 -2.4073 0.37 0.06 0.29 0.08
H -3.3707 -2.6156 -2.7102 -0.12 0.24 -0.04 0.09
H -3.1511 -1.2293 -3.7940 -0.02 -0.20 0.43 0.08
H 0.5580 -2.0405 -4.0353 -0.06 0.26 0.40 0.08
H -0.6541 -0.9095 -4.6413 0.12 -0.23 0.09 0.09
H -1.1196 -2.5288 -4.0863 0.21 0.40 0.05 0.08
H -3.2426 -0.3396 0.8321 -0.39 -0.21 -0.92 0.06
H 2.0483 -0.1161 -1.5811 -0.13 -0.28 -0.75 0.05
O -0.1654 -2.5126 0.5644 0.25 -0.66 0.47 -0.09
H -1.0054 -1.9883 0.4153 0.29 -2.29 -0.28 -0.01
H 0.5778 -2.0400 0.1105 -0.62 -1.68 -0.01 0.02
C 2.5756 2.5541 -1.3309 0.05 1.30 -0.53 -0.17
H 2.3869 2.4366 -0.2670 0.01 -0.57 -0.26 0.06
H 1.8234 2.1596 -2.0146 -0.23 -0.56 0.39 0.09
H 2.5305 3.6180 -1.4765 -0.33 0.83 -0.01 0.07
O -1.3310 1.9679 -0.0031 -0.62 1.02 0.30 -0.13
H -1.6700 1.2021 -0.5661 -1.02 1.61 0.37 0.01
H -1.1887 1.5920 0.9126 -1.13 1.46 -0.80 0.01
N 2.3969 0.8500 3.0587 0.71 0.40 0.71 0.10
C 3.3985 0.7827 2.0877 0.03 -0.23 0.09 -0.08
C 2.8226 0.4486 0.9190 0.73 0.13 0.58 -0.16
N 1.4666 0.3576 1.0902 3.15 0.38 1.81 -0.09
C 1.2308 0.5588 2.4186 -0.07 0.02 0.20 -0.30
C -0.0060 0.3394 2.9750 -0.06 -0.07 -0.21 -0.31
N -1.0574 -0.0910 2.2148 -0.92 0.06 2.21 -0.09
C -2.0935 -0.3321 3.0820 0.04 0.17 0.76 -0.13
C -1.7052 -0.0298 4.3317 0.14 -0.02 0.28 -0.09
N -0.3738 0.3968 4.2840 -0.11 0.20 1.11 0.10
H 2.5239 1.0303 4.0612 -0.07 -0.18 -1.09 0.16
H 4.4195 0.9331 2.3111 0.72 0.16 0.26 0.10
H 3.3411 0.2651 -0.0043 -0.05 0.09 -0.16 0.11
H -3.0575 -0.7210 2.8077 -0.03 -0.04 -0.20 0.11
H -2.2474 -0.1005 5.2370 -0.27 0.01 0.66 0.10
H 0.2135 0.6713 5.0809 -0.71 -0.32 -0.83 0.16
```
Forces are in eV/Å.

HOMO level (alpha / beta) = -5.06 / -5.18 eV
HOMO-LUMO gap (alpha / beta) = 5.26 / 5.30 eV
Total charge = 0

=====

# 2
ORCA calculation (the ωB97M-V functional and the def2-TZVPD basis) on the ion C5H13NO with charge +1 at a distorted geometry.

The geometry in XYZ format:
```
20
Properties=species:S:1:pos:R:3:forces:R:3:mulliken_spin:R:1
C 2.3135 -0.2450 1.0457 -2.59 2.09 0.84 0.00
O 2.6900 -0.4900 2.3286 1.39 -1.06 2.41 0.00
C 0.7509 -0.3961 0.8103 3.82 5.95 0.24 0.01
C 0.3980 -0.0469 -0.6034 3.08 -2.02 0.00 0.00
C -0.5773 1.0461 -0.6898 -0.24 0.67 -1.72 0.01
C -1.7964 0.3304 -1.4001 1.84 -1.30 -0.83 0.03
N -2.6705 -0.6511 -0.5872 3.50 4.43 -0.52 0.82
H 2.8539 -0.9246 0.4677 0.83 -0.87 -1.51 0.00
H 2.6362 0.8336 0.8990 -0.64 -1.08 -0.91 0.00
H 2.0619 -0.5272 3.0512 -0.48 0.19 -0.47 0.00
H 0.2631 0.2394 1.5865 0.36 0.30 -0.69 0.00
H 0.3316 -1.2315 1.0035 -1.79 -6.59 1.60 0.00
H 0.0682 -0.9346 -1.0757 -1.37 -1.24 -0.05 0.00
H 1.3412 -0.1509 -1.2236 -0.50 1.92 0.57 0.00
H -0.0015 1.8701 -1.3163 -2.31 -1.14 0.95 0.01
H -0.7972 1.3946 0.3357 -0.18 0.25 -0.79 0.00
H -1.3166 -0.1714 -2.3509 -1.29 0.55 1.56 0.07
H -2.4951 0.9945 -1.8044 -1.73 1.14 -0.83 0.06
H -3.6305 -0.5715 -0.8471 -1.13 -0.88 -0.22 -0.01
H -2.4236 -0.3680 0.3702 -0.58 -1.30 0.38 -0.01
```
Forces are in eV/Å.

HOMO level (alpha / beta) = -12.97 / -12.96 eV
HOMO-LUMO gap (alpha / beta) = 9.31 / 3.63 eV
Spin multiplicity = 2
Total charge = +1

=====

# 3
ORCA calculation (the ωB97M-V functional and the def2-TZVPD basis) on a cluster of 2 separate species, C6H5BrNO in total at a distorted geometry.

The geometry in XYZ format:
```
14
Properties=species:S:1:pos:R:3:forces:R:3:nbo_charge:R:1
C -1.9993 -0.3134 0.5581 -2.54 0.07 -0.25 -0.27
C -1.6659 0.5327 -0.5146 -0.14 0.88 -0.57 -0.23
C -1.0380 -0.9692 1.3096 -0.45 0.31 -0.12 -0.23
C -0.2593 0.6691 -0.8088 0.05 0.20 -0.18 -0.33
C 0.2961 -0.7972 1.0555 -1.83 1.97 -3.26 -0.31
C 0.6825 -0.0361 -0.0553 -0.01 0.37 0.33 0.03
N 3.2489 0.3591 -0.5609 -0.55 0.97 2.18 0.07
O 3.4845 1.5057 -0.3737 -0.04 -0.58 -0.08 -0.37
Br 3.0631 -0.0741 -2.5695 -0.15 -0.43 -2.01 -0.35
H -3.1172 -0.4920 0.8401 2.07 0.45 -0.64 0.19
H -2.5420 1.1202 -1.0790 2.26 -1.36 1.18 0.20
H -1.3209 -1.6065 2.1189 -0.37 -0.31 0.50 0.19
H 0.2222 1.3365 -1.5876 -1.23 -0.74 0.61 0.23
H 0.9454 -1.2349 1.6672 2.93 -1.82 2.29 0.19
```
Forces are in eV/Å.

HOMO level (alpha / beta) = -2.69 / -4.05 eV
HOMO-LUMO gap (alpha / beta) = 6.37 / 7.82 eV
Total charge = -1

=====

# 4
ORCA calculation (the ωB97M-V functional and the def2-TZVPD basis) on an isolated molecule of C4H9NO at a distorted geometry.

The geometry in XYZ format:
```
15
Properties=species:S:1:pos:R:3:forces:R:3:nbo_charge:R:1
C -2.3791 -0.4014 0.3045 -0.30 -0.59 -0.51 -0.42
C -0.2704 0.8509 0.0268 0.01 -0.48 0.45 -0.24
C 0.7837 -0.1582 0.4997 -0.83 0.84 -0.36 0.03
C 2.1613 0.2485 0.2165 0.49 -1.31 0.29 -0.12
H -1.8917 -1.1016 1.0261 -0.24 0.37 -0.40 0.16
H -3.0992 -1.0236 -0.3231 0.84 0.93 0.86 0.21
H -2.9419 0.3512 0.8781 0.03 -0.36 -0.12 0.19
H -1.2226 -0.2925 -1.3971 0.09 0.52 0.69 0.36
H -0.5552 1.4762 0.9036 0.09 -0.25 -0.57 0.19
H 0.1845 1.4716 -0.7316 0.32 0.40 -0.03 0.20
H 0.4464 -0.8235 1.3046 0.64 0.32 0.00 0.19
H 2.3413 1.0710 -0.4458 0.01 0.73 0.18 0.19
H 3.0088 -0.0382 0.8516 -0.41 -0.08 -0.26 0.19
N -1.4494 0.3056 -0.5893 -0.85 -1.05 -0.37 -0.63
O 1.5128 -0.8086 -0.5284 0.11 -0.01 0.16 -0.50
```
Forces are in eV/Å.

HOMO level = -8.67 eV
HOMO-LUMO gap = 9.84 eV
Total charge = 0
SMILES = CNC[C@@H]1CO1

=====

# 5
ORCA calculation (the ωB97M-V functional and the def2-TZVPD basis) on a cluster of 4 separate species, CH10O3S in total at a distorted geometry.

The geometry in XYZ format:
```
15
Properties=species:S:1:pos:R:3:forces:R:3:nbo_charge:R:1
C 2.1154 0.1963 -1.1466 0.65 0.29 2.19 -0.72
S 1.7260 1.9822 -0.6508 -1.00 -1.38 -1.07 -0.06
H 1.3937 -0.4384 -1.6538 -0.30 0.78 -0.41 0.23
H 3.0740 0.2409 -1.6579 -0.15 -0.15 -0.15 0.22
H 2.2582 -0.3001 -0.1556 0.11 0.25 -0.81 0.22
H 0.3750 1.8174 -0.7927 0.73 0.31 0.19 0.11
H -1.8410 -2.1620 -0.4326 -0.06 0.00 -0.38 0.48
H -0.6173 -2.0474 0.4150 0.01 0.64 -0.18 0.50
O -1.1409 -1.5310 -0.2279 0.17 -1.50 0.08 -0.96
H -0.4090 0.2795 2.5166 -0.27 -0.06 -1.06 0.48
H -0.5394 0.0627 0.9223 -0.52 0.25 0.93 0.49
O 0.0543 0.1538 1.6726 1.86 -0.39 0.89 -0.99
H -1.8637 1.3799 0.1969 -1.09 -2.24 0.67 0.49
H -2.3502 -0.2377 0.2632 0.44 0.96 -0.46 0.50
O -2.2351 0.6038 0.7315 -0.59 2.25 -0.42 -0.98
```
Forces are in eV/Å.

HOMO level = -8.65 eV
HOMO-LUMO gap = 8.87 eV
Total charge = 0
SMILES = CS.O.O.O

=====

# 6
ORCA calculation (the ωB97M-V functional and the def2-TZVPD basis) on a structure of composition C15H18N4O4S at a distorted geometry.

The geometry in XYZ format:
```
42
Properties=species:S:1:pos:R:3:forces:R:3:nbo_charge:R:1
C 4.8586 1.7260 -1.5830 -0.10 1.03 -1.12 -0.29
H 5.3361 1.0273 -2.4373 -1.62 1.67 1.46 0.17
O 5.9675 2.1143 -0.7477 -1.94 -2.33 -0.10 -0.53
C 6.5018 0.8743 -0.1932 -1.52 3.91 4.05 -0.09
C 5.6070 -0.0754 0.6604 -0.92 4.52 5.76 -0.72
H 6.1335 -0.3567 1.6878 -0.48 0.03 -2.50 0.27
H 4.6660 0.5769 1.3571 2.50 -1.50 -2.58 0.30
S 4.7914 -1.3570 -0.0558 -0.62 -2.57 -1.39 0.29
C 3.0548 -0.9528 0.0388 0.47 -2.71 0.55 0.35
N 2.7631 0.1261 0.5561 -4.07 6.93 1.89 -0.60
C 1.3317 0.6707 0.6318 1.35 -14.53 -5.56 0.55
N 0.9845 1.7526 1.0623 7.40 0.21 1.77 -0.68
H 1.8722 2.1161 1.1943 1.52 3.20 1.28 0.41
H 0.1603 2.0981 1.0309 -7.92 3.37 -0.33 0.45
C 0.4426 -0.4637 0.0289 -0.25 5.75 3.43 -0.16
C 0.8066 -1.7717 -0.1757 1.24 -4.59 -3.51 0.57
O 0.1604 -2.7912 -0.6244 0.24 3.03 1.96 -0.68
N 2.2224 -1.9924 -0.2082 0.68 2.28 0.26 -0.59
H 2.7081 -2.7284 -0.6738 -0.85 -1.11 -0.33 0.42
N -0.9753 -0.2810 0.2321 0.75 -1.45 -1.47 -0.56
C -1.8408 0.7087 0.1453 2.17 6.47 4.65 0.66
O -1.5619 1.9752 0.5690 0.15 -4.12 -2.64 -0.75
C -3.2361 0.4730 0.1760 -0.95 -1.13 -0.46 -0.29
C -4.1808 1.4264 -0.0440 0.58 5.45 -5.86 -0.08
C -5.4747 1.3111 -0.5840 2.37 -6.53 5.18 -0.32
C -5.8906 -0.1149 -0.1227 -3.40 -0.40 -2.01 0.39
C -5.0799 -1.3446 0.2448 3.55 14.58 -3.16 -0.26
C -3.7034 -0.7569 0.3284 -2.92 -10.25 2.61 -0.09
H -3.1747 -1.7659 0.7758 0.25 3.00 -1.36 0.21
H -5.4629 -2.1797 0.5069 -2.23 -5.61 1.68 0.21
O -7.2696 -0.3802 -0.2517 2.95 -3.21 0.99 -0.53
C -8.2581 0.4677 -0.6732 1.48 1.82 7.31 -0.21
H -9.1588 0.0251 -0.5339 -2.64 -1.84 -0.23 0.19
H -8.0516 0.7810 -1.5621 0.73 2.53 -5.48 0.17
H -8.2836 1.2364 0.1931 -0.16 0.06 -1.90 0.16
H -6.0831 2.1579 -0.5763 -1.26 0.85 -0.63 0.24
H -3.6940 2.3727 -0.5584 -0.72 -1.13 2.19 0.23
H -1.3373 -1.2047 0.0955 -0.92 -0.48 -0.26 0.43
H 6.8058 0.2859 -0.9426 2.19 -1.90 -2.97 0.17
H 7.1848 1.4473 0.4728 0.58 -1.77 -0.32 0.22
H 4.0005 1.2161 -1.0359 1.45 0.35 -0.54 0.19
H 4.3993 2.7447 -1.8940 0.88 -1.88 -0.32 0.20
```
Forces are in eV/Å.

HOMO level = -7.97 eV
HOMO-LUMO gap = 8.15 eV
Total charge = 0